{"formula": "C2H5N3S", "method": "wB97M-V/def2-TZVPD", "species": ["C", "C", "H", "H", "H", "H", "H", "N", "N", "N", "S"], "positions_angstrom": [[0.252, -1.217, -0.447], [0.217, 0.224, 0.043], [2.088, -3.413, 1.179], [0.393, -3.840, 0.603], [-0.210, -1.609, -1.378], [0.894, 0.664, 0.825], [-2.690, 2.742, 0.043], [1.287, -3.280, 0.279], [1.068, -1.990, 0.347], [-0.776, 0.898, -0.306], [-0.896, 2.627, -0.068]], "mulliken_charge": [-0.22, -0.03, 0.32, 0.28, 0.40, 0.36, 0.15, -0.68, -0.08, -0.34, -0.16], "e_homo_ev": -8.4128, "de_lowest_ev": 5.881, "gap_ev": 8.260, "energy_ha": -641.46791}

{"formula": "C17H40NOP3Sm", "method": "wB97M-V/def2-TZVPD", "species": ["Sm", "P", "P", "P", "H", "C", "C", "H", "C", "C", "C", "C", "C", "C", "C", "C", "C", "H", "H", "H", "H", "H", "H", "H", "H", "H", "H", "H", "H", "H", "H", "H", "H", "H", "H", "H", "H", "H", "H", "H", "H", "H", "H", "H", "H", "H", "C", "C", "C", "C", "C", "C", "O", "H", "H", "H", "H", "H", "H", "N", "H", "H", "H"], "positions_angstrom": [[-1.298, 1.855, -2.091], [0.836, -0.186, 0.937], [1.201, 2.499, -0.544], [-1.284, -1.896, -0.855], [-0.837, 4.044, -4.084], [-1.708, 3.444, -3.758], [-2.397, 3.810, -2.612], [-1.849, 4.123, -1.680], [2.187, -1.221, 0.211], [1.784, 0.686, 2.245], [0.109, -1.385, 2.113], [0.955, 3.542, -2.039], [1.723, 3.797, 0.650], [2.877, 1.884, -0.937], [-2.575, -2.073, -2.136], [-2.089, -3.204, 0.252], [-0.099, -3.076, -1.624], [-2.139, 2.837, -4.586], [-3.503, 3.728, -2.569], [2.896, -1.442, 1.016], [2.689, -0.680, -0.595], [1.771, -2.150, -0.194], [2.376, -0.080, 2.764], [1.052, 1.111, 2.951], [2.439, 1.474, 1.874], [0.936, -1.977, 2.530], [-0.632, -2.057, 1.664], [-0.378, -0.813, 2.923], [1.939, 3.984, -2.261], [0.219, 4.339, -1.854], [0.682, 2.942, -2.938], [2.614, 4.326, 0.263], [1.953, 3.396, 1.646], [0.904, 4.531, 0.789], [3.484, 2.733, -1.295], [2.814, 1.129, -1.744], [3.384, 1.421, -0.072], [-2.712, -3.138, -2.370], [-2.180, -1.582, -3.016], [-3.525, -1.608, -1.853], [-2.675, -3.908, -0.358], [-2.776, -2.724, 0.966], [-1.347, -3.777, 0.829], [-0.606, -3.713, -2.364], [0.378, -3.709, -0.852], [0.678, -2.483, -2.133], [-0.736, -0.453, -4.781], [0.486, -0.744, -5.421], [0.715, -2.055, -5.765], [-0.365, -2.967, -5.837], [-1.646, -2.587, -5.442], [-1.887, -1.267, -5.071], [-0.729, 0.426, -3.785], [-0.079, -0.295, -1.809], [1.202, 0.095, -5.508], [1.737, -2.354, -6.023], [-0.203, -3.969, -6.177], [-2.464, -3.336, -5.418], [-2.874, -0.947, -4.742], [-2.017, 1.363, 0.348], [-1.458, 0.568, 0.658], [-2.995, 1.131, 0.580], [-1.775, 2.118, 1.034]], "lowdin_spin": [5.14, 0.00, -0.03, -0.06, 0.00, 0.01, 0.00, 0.00, 0.00, 0.00, 0.00, 0.00, -0.01, 0.00, -0.01, -0.02, 0.00, 0.00, 0.00, 0.00, 0.00, 0.00, 0.00, 0.00, 0.00, 0.00, 0.00, 0.00, 0.00, 0.00, 0.00, 0.00, 0.00, 0.00, 0.00, 0.00, 0.00, 0.00, 0.00, 0.00, 0.00, 0.00, 0.00, 0.00, 0.00, 0.00, 0.00, 0.00, 0.00, 0.00, 0.00, 0.00, -0.01, 0.01, 0.00, 0.00, 0.00, 0.00, 0.00, -0.01, 0.00, 0.00, 0.00], "multiplicity": 6, "e_homo_ev": [-16.2617, -16.3665], "total_charge": 3, "de_lowest_ev": 2.679, "gap_ev": [4.117, 4.207], "s2": 8.8330, "energy_ha": -2482.49319}

{"formula": "C31H47BrN2P2Pt", "method": "wB97M-V/def2-TZVPD", "species": ["N", "C", "C", "C", "C", "C", "C", "Pt", "P", "C", "C", "C", "C", "C", "C", "C", "Br", "H", "H", "H", "H", "H", "H", "H", "H", "H", "H", "P", "C", "C", "H", "H", "H", "H", "H", "C", "C", "H", "H", "H", "H", "H", "C", "C", "H", "H", "H", "H", "H", "C", "C", "H", "H", "H", "H", "H", "C", "C", "H", "H", "H", "H", "H", "C", "C", "H", "H", "H", "H", "H", "C", "C", "C", "C", "N", "C", "C", "H", "H", "H", "H", "H", "H", "H"], "positions_angstrom": [[1.224, -6.288, -3.617], [0.830, -6.630, -2.387], [0.448, -5.679, -1.429], [0.460, -4.319, -1.810], [0.894, -3.972, -3.100], [1.270, -5.012, -3.973], [-0.036, -3.259, -0.875], [1.103, -1.547, -0.688], [-2.395, 2.681, 0.818], [-0.664, -2.055, -1.483], [-1.869, -1.412, -0.827], [-2.424, -0.300, -1.478], [-3.313, 0.535, -0.763], [-3.385, 0.333, 0.602], [-3.218, -0.906, 1.150], [-2.436, -1.820, 0.388], [-1.769, 1.249, 2.405], [-0.513, -3.653, 0.025], [-0.698, -2.041, -2.579], [0.138, -6.000, -0.429], [0.935, -2.934, -3.441], [0.823, -7.697, -2.144], [1.614, -4.786, -4.989], [-2.159, -0.136, -2.525], [-2.268, -2.838, 0.752], [-3.827, 1.318, -1.321], [-3.586, -1.206, 2.134], [2.360, 0.248, -1.087], [-4.221, 2.760, 1.215], [-5.349, 2.684, 0.195], [-4.357, 3.650, 1.842], [-4.358, 1.911, 1.906], [-5.883, 1.730, 0.290], [-6.084, 3.466, 0.433], [-5.057, 2.794, -0.849], [-1.686, 2.851, -0.840], [-2.624, 3.646, -1.756], [-1.427, 1.886, -1.294], [-0.738, 3.403, -0.712], [-2.519, 3.333, -2.805], [-3.683, 3.536, -1.494], [-2.399, 4.723, -1.713], [-1.675, 4.190, 1.593], [-2.503, 4.882, 2.680], [-1.536, 4.882, 0.749], [-0.681, 3.923, 1.968], [-1.989, 5.775, 3.047], [-3.451, 5.220, 2.253], [-2.693, 4.255, 3.561], [2.691, 1.242, 0.420], [3.611, 2.445, 0.224], [3.108, 0.549, 1.165], [1.701, 1.560, 0.783], [4.662, 2.142, 0.157], [3.347, 3.030, -0.664], [3.535, 3.115, 1.091], [1.382, 1.343, -2.186], [1.993, 1.695, -3.541], [1.186, 2.255, -1.603], [0.418, 0.829, -2.330], [2.912, 2.284, -3.438], [2.225, 0.805, -4.135], [1.271, 2.293, -4.115], [3.987, -0.097, -1.835], [4.786, -1.174, -1.111], [4.531, 0.859, -1.866], [3.789, -0.395, -2.873], [5.641, -1.473, -1.732], [5.165, -0.825, -0.143], [4.182, -2.070, -0.926], [1.551, -2.039, 5.655], [1.555, -2.022, 4.156], [0.348, -1.841, 3.488], [0.332, -1.734, 2.103], [1.445, -1.908, 1.367], [2.635, -2.132, 1.989], [2.719, -2.181, 3.390], [0.537, -1.854, 6.027], [1.891, -3.007, 6.041], [2.211, -1.274, 6.075], [-0.599, -1.740, 4.006], [-0.575, -1.476, 1.551], [3.513, -2.257, 1.349], [3.688, -2.322, 3.866]], "lowdin_spin": [0.03, 0.23, 0.29, 0.02, 0.27, 0.22, 0.16, 0.47, 0.01, 0.14, 0.16, 0.15, 0.10, 0.82, 0.16, 0.05, 0.17, 0.01, 0.03, 0.01, 0.02, 0.01, 0.01, 0.01, 0.00, 0.01, 0.01, 0.10, 0.05, 0.01, 0.01, 0.01, 0.00, 0.00, 0.00, 0.00, 0.00, 0.00, 0.00, 0.00, 0.00, 0.00, 0.01, 0.00, 0.00, 0.00, 0.00, 0.00, 0.00, 0.01, 0.00, 0.00, 0.00, 0.00, 0.00, 0.00, 0.06, 0.01, 0.00, 0.01, 0.00, 0.00, 0.00, 0.00, 0.00, 0.00, 0.00, 0.00, 0.00, 0.00, 0.00, 0.00, 0.00, 0.01, 0.13, 0.01, 0.01, 0.00, 0.00, 0.00, 0.00, 0.00, 0.00, 0.00], "multiplicity": 5, "e_homo_ev": [-19.4511, -19.6581], "total_charge": 4, "de_lowest_ev": 0.000, "gap_ev": [7.574, 4.509], "s2": 6.0715, "energy_ha": -4693.24353}

{"formula": "C36H92N2O20", "method": "wB97M-V/def2-TZVPD", "species": ["C", "C", "C", "C", "C", "C", "C", "C", "C", "N", "O", "H", "H", "H", "H", "H", "H", "H", "H", "H", "H", "H", "H", "H", "H", "H", "H", "H", "H", "H", "C", "C", "C", "C", "C", "C", "C", "C", "C", "N", "O", "H", "H", "H", "H", "H", "H", "H", "H", "H", "H", "H", "H", "H", "H", "H", "H", "H", "H", "H", "O", "C", "C", "O", "H", "H", "H", "H", "H", "H", "O", "C", "C", "O", "H", "H", "H", "H", "H", "H", "O", "C", "C", "O", "H", "H", "H", "H", "H", "H", "O", "C", "C", "O", "H", "H", "H", "H", "H", "H", "O", "C", "C", "O", "H", "H", "H", "H", "H", "H", "O", "C", "C", "O", "H", "H", "H", "H", "H", "H", "O", "C", "C", "O", "H", "H", "H", "H", "H", "H", "O", "C", "C", "O", "H", "H", "H", "H", "H", "H", "O", "C", "C", "O", "H", "H", "H", "H", "H", "H"], "positions_angstrom": [[2.156, 4.626, 5.939], [1.916, 3.165, 6.379], [3.237, 2.633, 6.875], [0.963, 3.026, 7.604], [-0.458, 3.373, 7.153], [-0.905, 2.573, 5.967], [0.066, 2.548, 4.735], [-0.228, 1.347, 3.829], [-0.085, 3.819, 4.009], [1.396, 2.275, 5.361], [2.306, 2.376, 4.228], [2.589, 4.613, 4.958], [1.287, 5.297, 6.044], [2.790, 5.121, 6.629], [4.038, 3.056, 6.246], [3.362, 3.106, 7.875], [3.287, 1.525, 6.947], [0.872, 1.963, 7.823], [1.370, 3.540, 8.503], [-1.240, 3.269, 7.966], [-0.434, 4.449, 6.879], [-1.879, 2.876, 5.600], [-0.954, 1.527, 6.301], [-0.005, 0.431, 4.352], [0.365, 1.480, 2.927], [-1.298, 1.444, 3.516], [-0.108, 4.606, 4.719], [-0.954, 3.880, 3.343], [0.810, 4.103, 3.433], [2.670, 1.471, 4.092], [2.664, -1.624, -8.283], [1.596, -0.977, -7.261], [2.336, -0.510, -6.011], [0.958, 0.283, -7.972], [-0.236, 0.853, -7.216], [-1.200, -0.270, -6.992], [-0.670, -1.520, -6.296], [-0.401, -1.277, -4.774], [-1.709, -2.666, -6.343], [0.542, -1.940, -7.056], [1.062, -3.086, -6.398], [3.340, -0.912, -8.766], [3.285, -2.325, -7.701], [2.110, -2.129, -9.064], [3.404, -0.293, -6.130], [1.864, 0.352, -5.527], [2.350, -1.312, -5.298], [1.764, 0.991, -8.066], [0.680, 0.110, -9.006], [0.206, 1.235, -6.272], [-0.770, 1.666, -7.678], [-1.621, -0.626, -7.959], [-2.068, 0.070, -6.415], [0.173, -2.149, -4.369], [-1.270, -1.188, -4.133], [0.113, -0.351, -4.559], [-2.654, -2.405, -5.880], [-1.222, -3.506, -5.853], [-1.817, -2.959, -7.441], [0.952, -3.774, -7.033], [2.178, 2.043, -3.668], [3.257, 1.309, -3.037], [2.725, 0.098, -2.288], [1.771, 0.441, -1.329], [2.219, 2.947, -3.291], [3.917, 1.141, -3.892], [3.790, 2.017, -2.396], [3.624, -0.349, -1.833], [2.346, -0.623, -3.032], [2.331, 0.879, -0.633], [0.693, -5.260, -2.330], [1.508, -4.025, -2.348], [2.225, -4.046, -1.006], [2.882, -5.295, -0.918], [0.357, -5.461, -3.211], [2.245, -4.228, -3.133], [0.901, -3.157, -2.590], [1.551, -3.877, -0.206], [2.976, -3.222, -0.954], [2.300, -5.934, -1.278], [-4.225, -3.043, -0.482], [-3.490, -3.765, -1.530], [-2.095, -3.235, -1.520], [-1.323, -3.868, -0.513], [-4.920, -3.533, 0.004], [-3.534, -4.863, -1.520], [-3.920, -3.411, -2.440], [-2.101, -2.128, -1.406], [-1.611, -3.387, -2.489], [-0.391, -3.802, -0.719], [-4.995, 0.018, 3.883], [-4.638, -1.042, 4.848], [-3.575, -1.971, 4.299], [-3.937, -2.553, 3.051], [-4.946, -0.351, 2.993], [-4.135, -0.480, 5.647], [-5.465, -1.636, 5.202], [-3.383, -2.751, 5.027], [-2.682, -1.381, 4.157], [-3.164, -2.407, 2.413], [-3.279, 2.382, 0.692], [-2.769, 1.878, -0.606], [-3.241, 2.747, -1.740], [-3.083, 4.143, -1.639], [-3.984, 1.811, 1.034], [-1.689, 1.951, -0.580], [-3.080, 0.813, -0.763], [-4.326, 2.551, -1.725], [-2.787, 2.429, -2.694], [-3.697, 4.451, -0.941], [2.054, 3.278, -1.038], [1.964, 3.411, 0.401], [3.240, 2.860, 1.008], [3.336, 1.444, 0.816], [1.384, 2.660, -1.350], [1.873, 4.502, 0.510], [1.178, 2.918, 0.938], [3.181, 3.046, 2.110], [4.022, 3.400, 0.497], [4.239, 1.110, 0.723], [-1.402, -2.563, 1.961], [-1.298, -1.263, 1.368], [0.148, -0.808, 1.210], [0.667, -1.688, 0.167], [-1.171, -3.216, 1.252], [-1.752, -1.253, 0.376], [-1.807, -0.496, 1.980], [0.640, -1.037, 2.169], [0.266, 0.254, 1.047], [1.104, -1.094, -0.478], [4.032, 0.164, 3.619], [5.207, 0.935, 3.404], [6.249, 0.209, 2.643], [5.624, 0.020, 1.370], [3.817, -0.205, 2.768], [5.002, 1.848, 2.841], [5.534, 1.311, 4.345], [6.406, -0.827, 3.018], [7.273, 0.630, 2.550], [6.210, -0.323, 0.724], [-5.908, -3.301, 1.590], [-6.848, -2.256, 1.645], [-6.585, -1.110, 0.676], [-5.377, -0.469, 0.802], [-5.148, -2.929, 1.994], [-7.860, -2.636, 1.421], [-6.765, -1.864, 2.693], [-7.392, -0.365, 0.925], [-6.719, -1.432, -0.397], [-4.648, -1.107, 0.658]], "mulliken_charge": [-1.77, 1.69, -1.86, -1.18, -0.80, -1.14, 2.21, -1.65, -1.81, -0.13, 0.04, 0.23, 0.34, 0.54, 0.32, 0.50, 0.34, 0.37, 0.42, 0.40, 0.25, 0.43, 0.39, 0.56, -0.41, 0.37, 0.53, 0.42, 0.08, 0.34, -1.96, 1.74, -1.38, -1.54, -0.26, -1.45, 2.15, -1.72, -2.16, 0.09, -0.44, 0.39, 0.40, 0.48, 0.52, -0.05, 0.32, 0.46, 0.44, 0.07, 0.43, 0.34, 0.41, 0.14, 0.74, 0.19, 0.38, 0.43, 0.43, 0.36, -0.58, -0.84, 0.55, 0.22, 0.33, 0.42, 0.40, 0.33, -0.42, -0.33, -0.62, -0.26, 0.02, -0.61, 0.30, 0.56, 0.22, 0.10, 0.12, 0.35, -0.27, -0.93, 0.77, -0.74, 0.23, 0.39, 0.37, -0.26, 0.12, 0.18, -0.55, -0.55, 0.05, -0.68, 0.35, 0.44, 0.28, 0.37, -0.14, 0.42, -0.59, 1.00, -0.72, -0.55, 0.30, -0.41, 0.02, 0.35, 0.25, 0.33, -0.61, -0.90, 0.24, -0.27, 0.31, 0.46, 0.10, -0.19, 0.45, 0.07, -0.71, 1.07, -0.23, 0.22, 0.40, -0.78, 0.27, 0.10, -0.16, 0.17, -0.65, -0.10, -0.65, -0.43, 0.31, -0.08, 0.61, 0.26, 0.41, 0.23, -0.62, -0.43, -0.39, -0.31, 0.51, 0.40, 0.15, 0.37, 0.29, 0.10], "e_homo_ev": -8.8048, "de_lowest_ev": 0.000, "smiles": "CC1(C)CCCC(C)(C)N1O.CC1(C)CCCC(C)(C)N1O.OCCO.OCCO.OCCO.OCCO.OCCO.OCCO.OCCO.OCCO.OCCO", "gap_ev": 8.811, "energy_ha": -3040.90774}